Density functional theory data (the ωB97M-V functional and the def2-TZVPD basis) for a structure of composition C36H26N10O2S4W at a distorted geometry.

As for the HOMO energy (alpha / beta): -6.221 / -7.257 eV. The expectation value of S² is 2.0195. Its multiplicity is 3. Its molar mass is 942.8 g mol⁻¹. The energy comes out at -101918.5090 eV. The frontier orbital gap (alpha / beta) comes out at 0.2056 / 0.2332 Eh.

CARTESIAN COORDINATES (ANGSTROEM)
W 0.53 0.69 0.08
C -2.26 2.58 3.12
C -1.10 2.10 2.49
N -1.06 1.81 1.21
C -2.15 2.08 0.44
C -3.37 2.50 0.99
C -3.40 2.73 2.38
C -4.48 2.69 0.13
C -4.31 2.49 -1.21
C -3.05 2.15 -1.77
C -1.96 1.97 -0.96
N -0.65 1.68 -1.34
C -0.15 2.01 -2.58
C -0.64 2.90 -3.50
C 0.02 3.10 -4.73
C 1.16 2.44 -5.05
C 1.73 1.55 -4.10
C 2.94 0.85 -4.31
C 3.43 0.07 -3.32
C 2.74 -0.03 -2.10
N 1.60 0.58 -1.88
C 1.08 1.36 -2.87
H -2.24 2.80 4.18
H -0.19 1.96 3.05
H -4.32 3.06 2.85
H -5.44 2.99 0.54
H -5.16 2.62 -1.88
H -2.97 2.02 -2.83
H -1.52 3.48 -3.27
H -0.40 3.81 -5.44
H 1.66 2.59 -6.00
H 3.46 0.97 -5.25
H 4.36 -0.47 -3.43
H 3.16 -0.62 -1.30
S 1.15 3.34 0.17
C 2.07 3.40 1.61
C 1.85 4.47 2.55
N 1.67 5.32 3.30
C 2.91 2.37 1.90
S 3.02 1.06 0.77
C 3.54 2.18 3.18
N 3.95 1.88 4.22
O -3.60 -0.93 -1.12
C -3.19 -2.13 -1.57
C -4.17 -2.93 -2.16
C -3.86 -4.18 -2.64
C -2.56 -4.67 -2.54
C -1.59 -3.88 -1.95
C -1.88 -2.61 -1.46
C -0.79 -1.81 -0.83
O -1.10 -0.63 -0.34
N 0.39 -2.31 -0.78
N 1.26 -1.52 0.00
C 2.22 -2.29 0.41
S 2.22 -3.97 -0.15
C 3.77 -4.41 0.65
C 3.83 -3.65 1.95
S 3.47 -1.92 1.58
H -2.82 -0.46 -0.77
H -5.18 -2.53 -2.23
H -4.63 -4.79 -3.09
H -2.31 -5.66 -2.91
H -0.57 -4.24 -1.86
H 4.61 -4.15 0.01
H 3.76 -5.49 0.81
H 4.82 -3.66 2.40
H 3.10 -4.02 2.67
N 2.22 -0.80 5.26
C 1.20 -0.90 4.37
C 1.31 -0.22 3.14
N 0.36 -0.27 2.24
C -0.73 -1.00 2.52
C -0.81 -1.68 3.72
N 0.14 -1.64 4.66
H 2.91 -0.07 5.14
H 2.06 -1.14 6.19
H 2.19 0.35 2.92
H -1.53 -1.03 1.80
H -1.69 -2.27 3.93